# C13H22N2O3

A 2-piece molecular cluster, C13H22N2O3 overall (ωB97M-V with the def2-TZVPD basis set, the OMol25 dataset).

The geometry in ORCA input format:
```
! wB97M-V def2-TZVPD RIJCOSX def2/J DEFGRID3
* xyz 0 1
C -2.68 0.43 3.24
C -3.06 1.46 2.09
C -4.49 1.47 1.42
C -4.73 2.57 0.32
N -3.64 3.45 0.02
N -2.40 3.49 0.50
C -2.07 2.56 1.50
C -0.56 2.61 2.09
C 0.53 2.89 0.91
C 1.58 1.67 0.75
C 1.40 1.05 -0.74
O 0.18 0.25 -0.82
C 0.49 -1.06 -0.32
O -0.33 -1.72 0.37
H -3.65 0.24 3.84
H -2.36 -0.61 2.85
H -1.92 0.85 4.00
H -5.29 0.71 1.73
H -5.74 2.68 -0.21
H -3.86 4.17 -0.70
H -0.26 1.63 2.59
H -0.50 3.43 2.91
H 1.09 3.87 1.11
H 0.03 3.03 -0.12
H 2.63 2.16 0.75
H 1.48 0.86 1.54
H 1.26 1.92 -1.50
H 2.34 0.49 -1.10
H 1.55 -1.46 -0.56
C 3.79 -5.02 -2.19
C 2.76 -3.88 -2.00
C 2.36 -3.34 -3.39
O 3.36 -2.89 -1.33
H 4.69 -4.68 -2.71
H 4.09 -5.45 -1.23
H 3.35 -5.83 -2.78
H 1.86 -4.36 -1.59
H 3.21 -2.95 -3.95
H 1.61 -2.54 -3.30
H 1.91 -4.14 -3.99
*
```

Output
LUMO, eV: -3.04
Highest occupied orbital energy, eV: -4.63
Energy above the lowest of the compared OMol25 structures with the same formula, charge and spin, eV: 11.988
Electronic energy, Eh: -843.42306

---

# C13H22N2O3RuSi2

C13H22N2O3RuSi2 as an isolated structure (ωB97M-V with the def2-TZVPD basis set, the OMol25 dataset).

The geometry in ORCA input format:
```
! wB97M-V def2-TZVPD RIJCOSX def2/J DEFGRID3
* xyz 0 1
Ru -0.95 0.08 -1.01
C -1.50 1.49 2.20
Si -0.65 0.00 1.48
C -1.46 -1.55 2.16
C 1.15 0.00 2.02
C 1.55 0.00 3.36
C 2.89 0.00 3.69
C 3.86 0.01 2.69
C 3.47 0.01 1.36
C 2.11 0.01 1.01
Si 1.49 -0.02 -0.76
C 2.18 -1.56 -1.56
C 2.16 1.50 -1.64
H -1.38 1.47 3.29
H -2.57 1.50 1.97
H -1.07 2.41 1.81
H -1.31 -1.58 3.24
H -1.02 -2.45 1.74
H -2.54 -1.55 1.98
H 0.81 -0.01 4.15
H 3.20 0.00 4.73
H 4.91 0.01 2.94
H 4.23 0.01 0.59
H 3.27 -1.54 -1.48
H 1.91 -1.65 -2.61
H 1.81 -2.45 -1.04
H 3.24 1.52 -1.51
H 1.75 2.43 -1.23
H 1.95 1.49 -2.71
N -2.41 -1.31 -1.06
N -3.65 -0.66 -0.83
C -3.70 0.73 -1.08
O -4.77 1.26 -1.23
O -2.53 1.29 -1.06
H -2.38 -1.77 -1.97
H -2.27 -2.00 -0.33
H -4.48 -1.18 -1.09
C -1.33 1.11 -3.81
C -0.95 -0.10 -3.00
O -0.68 -1.19 -3.40
H -1.05 0.96 -4.86
H -0.87 2.01 -3.41
H -2.41 1.24 -3.71
*
```

Output
LUMO (alpha / beta), eV: -1.40 / -1.50
Highest occupied orbital energy (alpha / beta), eV: -7.69 / -7.91
Energy above the lowest of the compared OMol25 structures with the same formula, charge and spin, eV: 2.029
Electronic energy, Eh: -1517.63316

---

# C13H22N2O5

A 2-piece molecular cluster, C13H22N2O5 overall (ωB97M-V with the def2-TZVPD basis set, the OMol25 dataset).

The geometry in ORCA input format:
```
! wB97M-V def2-TZVPD RIJCOSX def2/J DEFGRID3
* xyz 0 1
C 0.32 0.39 1.43
N -0.90 0.01 0.72
C -1.51 0.75 -0.22
O -1.09 1.85 -0.55
C -2.79 0.19 -0.87
C -4.03 0.98 -0.43
C -4.46 0.26 0.86
C -4.14 -1.20 0.55
N -3.08 -1.19 -0.45
C -2.48 -2.30 -0.91
C -1.47 -2.19 -2.04
O -2.70 -3.41 -0.44
H 0.11 0.55 2.49
H 1.07 -0.40 1.33
H 0.74 1.31 1.01
H -1.32 -0.88 0.95
H -2.69 0.26 -1.95
H -4.82 0.87 -1.18
H -3.82 2.03 -0.26
H -3.84 0.61 1.69
H -5.51 0.41 1.07
H -3.82 -1.72 1.46
H -5.02 -1.69 0.13
H -0.63 -1.57 -1.74
H -1.96 -1.75 -2.92
H -1.11 -3.18 -2.30
C 3.74 -2.27 0.43
C 4.06 -0.78 0.45
O 3.11 -0.11 -0.38
C 3.17 1.25 -0.58
O 2.47 1.81 -1.42
C 4.05 2.21 0.19
C 3.87 3.72 0.04
O 4.93 1.86 0.97
H 2.73 -2.45 0.81
H 4.45 -2.82 1.06
H 3.81 -2.66 -0.59
H 5.08 -0.62 0.09
H 4.00 -0.42 1.49
H 4.13 4.03 -0.98
H 2.83 4.00 0.23
H 4.51 4.26 0.74
*
```

Output
LUMO, eV: -0.36
Highest occupied orbital energy, eV: -9.17
Energy above the lowest of the compared OMol25 structures with the same formula, charge and spin, eV: 2.096
Structure (SMILES): CNC(=O)[C@@H]1CCCN1C(C)=O.CCOC(=O)C(C)=O
Electronic energy, Eh: -994.28725

---

# C13H22N6

One molecule with the formula C13H22N6 (ωB97M-V with the def2-TZVPD basis set, the OMol25 dataset).

The geometry in ORCA input format:
```
! wB97M-V def2-TZVPD RIJCOSX def2/J DEFGRID3
* xyz 0 1
C -0.12 2.88 -3.55
C -0.52 1.43 -3.35
C 0.61 0.61 -2.73
C 0.27 -0.87 -2.56
C -0.88 -1.11 -1.58
C -0.92 -2.54 -1.01
N -0.46 -2.67 0.36
C 0.95 -2.35 0.55
C 1.28 -2.30 2.04
N 0.58 -1.22 2.68
C -0.23 -1.28 3.78
N -0.76 -0.15 4.12
C -0.29 0.75 3.20
C -0.48 2.13 2.99
N -1.28 2.88 3.78
N 0.14 2.71 1.97
C 0.91 1.97 1.18
N 1.17 0.68 1.26
C 0.55 0.09 2.29
H 0.14 3.34 -2.59
H -0.93 3.45 -3.99
H 0.75 2.95 -4.20
H -0.80 0.99 -4.31
H -1.40 1.39 -2.70
H 1.50 0.70 -3.37
H 0.87 1.03 -1.75
H 1.17 -1.38 -2.20
H 0.02 -1.31 -3.53
H -1.82 -0.89 -2.09
H -0.79 -0.40 -0.75
H -0.32 -3.21 -1.63
H -1.95 -2.92 -1.02
H -1.02 -2.06 0.95
H 1.24 -1.38 0.12
H 1.53 -3.14 0.08
H 0.97 -3.23 2.53
H 2.35 -2.16 2.17
H -0.41 -2.21 4.30
H -1.69 2.47 4.59
H -1.32 3.87 3.62
H 1.39 2.50 0.36
*
```

Output
LUMO, eV: 0.94
Highest occupied orbital energy, eV: -8.46
Energy above the lowest of the compared OMol25 structures with the same formula, charge and spin, eV: 0.190
Structure (SMILES): CCCCCCNCCn1cnc2c(N)ncnc21
Electronic energy, Eh: -837.14145

---

# C13H23AgBF5N6O3STe

C13H23AgBF5N6O3STe as an isolated structure (ωB97M-V with the def2-TZVPD basis set, the OMol25 dataset).

The geometry in ORCA input format:
```
! wB97M-V def2-TZVPD RIJCOSX def2/J DEFGRID3
* xyz -2 1
Ag 0.88 0.16 0.42
S 1.84 0.71 2.92
C 3.39 0.45 2.24
C 4.58 0.67 2.98
C 5.81 0.54 2.38
C 5.89 0.17 1.03
C 4.69 -0.07 0.39
N 3.49 0.04 0.95
H 4.49 0.98 4.01
H 6.71 0.74 2.94
H 6.83 0.08 0.51
H 4.69 -0.37 -0.66
N 1.89 -1.70 -2.13
C 0.92 -0.81 -2.52
N 1.18 -0.08 -3.67
O -0.13 -0.71 -1.91
H 2.85 -1.46 -2.30
H 1.70 -2.09 -1.21
H 2.16 0.10 -3.83
H 0.66 0.79 -3.65
C -2.81 -1.11 2.62
N -3.50 -0.34 1.60
C -4.80 -0.81 1.18
C -5.51 0.30 0.45
C -4.68 0.70 -0.75
N -3.31 0.96 -0.36
C -2.48 1.73 -1.27
C -2.72 0.46 0.78
O -1.56 0.71 1.06
H -3.33 -1.01 3.58
H -1.80 -0.75 2.72
H -2.77 -2.17 2.35
H -5.35 -1.11 2.08
H -4.72 -1.70 0.54
H -5.62 1.16 1.12
H -6.51 -0.02 0.12
H -5.08 1.61 -1.22
H -4.71 -0.09 -1.51
H -2.56 2.80 -1.09
H -2.78 1.51 -2.29
H -1.44 1.43 -1.16
F 2.85 2.33 -2.85
Te 1.53 3.30 -1.89
F 2.95 4.28 -1.14
F 0.33 2.50 -3.13
F 0.13 4.47 -1.43
F 1.75 4.56 -3.27
O 1.30 2.20 -0.51
B 0.42 -4.87 0.79
C 0.50 -3.27 0.83
N 0.55 -2.12 0.86
H -0.62 -5.19 0.24
H 0.45 -5.29 1.94
H 1.38 -5.28 0.16
*
```

Output
LUMO, eV: 4.31
Highest occupied orbital energy, eV: -1.45
Energy above the lowest of the compared OMol25 structures with the same formula, charge and spin, eV: 1.017
Electronic energy, Eh: -2400.96583

---

# C13H23AuF3NO4P2

C13H23AuF3NO4P2 as an isolated structure (ωB97M-V with the def2-TZVPD basis set, the OMol25 dataset).

The geometry in ORCA input format:
```
! wB97M-V def2-TZVPD RIJCOSX def2/J DEFGRID3
* xyz 2 3
Au 0.43 0.12 0.29
P -1.11 -0.86 1.75
C -1.87 -2.03 0.59
C -2.32 -1.28 -0.67
N -1.45 -0.35 -1.09
C -1.69 0.37 -2.19
C -2.84 0.15 -2.97
C -3.72 -0.84 -2.57
C -3.48 -1.57 -1.40
C -0.69 1.46 -2.54
P 0.90 1.22 -1.68
H -4.17 -2.34 -1.07
H -3.04 0.76 -3.86
H -4.60 -1.06 -3.17
H -0.52 1.47 -3.62
H -1.09 2.45 -2.24
H -1.01 -2.68 0.30
H -2.68 -2.60 1.04
H 2.07 -2.39 -0.43
O 1.13 -2.76 -0.36
H 1.17 -3.68 -0.67
H 3.02 -0.54 0.08
O 3.28 -1.34 -0.41
H 4.25 -1.32 -0.52
C 1.86 0.21 -2.81
H 1.96 0.72 -3.78
H 2.85 0.01 -2.40
H 1.36 -0.76 -2.96
C 1.71 2.80 -1.43
H 2.59 2.64 -0.79
H 2.01 3.25 -2.38
H 1.05 3.48 -0.89
C -2.35 0.20 2.51
H -2.96 -0.39 3.22
H -1.83 1.01 3.04
H -3.00 0.65 1.76
C -0.42 -1.83 3.09
H 0.23 -1.17 3.67
H -1.22 -2.24 3.71
H 0.20 -2.64 2.68
F 2.18 3.36 4.00
C 2.69 2.23 3.44
F 3.88 2.55 2.86
F 2.93 1.33 4.45
C 1.66 1.58 2.40
O 0.46 1.83 2.50
O 2.19 0.79 1.52
*
```

Output
LUMO (alpha / beta), eV: -6.31 / -11.17
Highest occupied orbital energy (alpha / beta), eV: -15.05 / -16.32
Energy above the lowest of the compared OMol25 structures with the same formula, charge and spin, eV: 0.000
Electronic energy, Eh: -1982.29947

---

# C13H23AuGeNSe

C13H23AuGeNSe as an isolated structure (ωB97M-V with the def2-TZVPD basis set, the OMol25 dataset).

The geometry in ORCA input format:
```
! wB97M-V def2-TZVPD RIJCOSX def2/J DEFGRID3
* xyz -1 1
Au 0.54 -0.12 0.17
C 0.19 0.22 4.77
C -0.30 -1.08 4.21
C -0.71 -2.09 5.05
C -1.18 -3.31 4.57
C -1.26 -3.47 3.19
C -0.87 -2.48 2.30
C -1.04 -2.74 0.83
C -0.32 -1.24 2.77
N 0.16 -0.19 2.10
H 0.20 0.20 5.86
H -0.45 1.05 4.44
H 1.19 0.44 4.39
H -0.66 -1.93 6.13
H -1.48 -4.11 5.24
H -1.65 -4.40 2.79
H -1.48 -3.73 0.67
H -0.08 -2.70 0.29
H -1.69 -1.99 0.36
C -3.13 3.27 -3.20
Ge -1.72 4.55 -2.67
C -1.69 6.06 -3.96
C -2.16 5.21 -0.86
C 0.00 3.61 -2.69
Se 0.00 2.08 -1.34
C 0.80 3.18 0.06
H -4.12 3.73 -3.19
H -3.13 2.44 -2.49
H -2.94 2.87 -4.20
H -2.65 6.58 -3.97
H -1.48 5.70 -4.97
H -0.92 6.79 -3.69
H -3.13 5.70 -0.85
H -1.41 5.91 -0.50
H -2.19 4.36 -0.18
H 0.85 4.25 -2.45
H 0.18 3.15 -3.66
H 0.26 4.12 0.11
H 1.85 3.36 -0.18
H 0.72 2.62 0.99
*
```

Output
LUMO, eV: 2.54
Highest occupied orbital energy, eV: -2.25
Energy above the lowest of the compared OMol25 structures with the same formula, charge and spin, eV: 1.155
Electronic energy, Eh: -5177.88481

---

# C13H23BN6OSiSn

C13H23BN6OSiSn as an isolated structure (ωB97M-V with the def2-TZVPD basis set, the OMol25 dataset).

The geometry in ORCA input format:
```
! wB97M-V def2-TZVPD RIJCOSX def2/J DEFGRID3
* xyz 4 1
C -0.29 3.11 -0.49
N -0.11 1.85 -0.96
N 0.04 1.91 -2.33
C -0.03 3.19 -2.75
C -0.24 3.99 -1.62
B 0.29 0.58 -3.23
N 1.40 -0.38 -2.62
N 1.58 -0.59 -1.27
C 2.59 -1.48 -1.09
C 3.18 -1.65 -2.34
C 2.41 -0.96 -3.27
Sn -0.29 -0.09 -0.27
N -1.04 -0.26 -3.23
N -1.63 -0.72 -2.09
C -2.78 -1.38 -2.46
C -2.91 -1.27 -3.85
C -1.80 -0.58 -4.30
H -3.51 -1.89 -1.84
H -1.48 -0.26 -5.28
H -3.70 -1.61 -4.50
H 0.56 0.87 -4.39
H 2.50 -0.82 -4.33
H 0.10 3.35 -3.84
H 4.05 -2.21 -2.56
H -0.36 5.06 -1.58
H 2.90 -1.88 -0.11
H -0.43 3.26 0.60
H -1.03 -2.13 -0.18
C -0.30 -2.01 0.74
H 0.57 -2.66 0.60
H 0.41 -0.79 2.09
H -0.99 -2.11 1.58
C 1.50 -0.90 4.49
Si 0.02 0.07 3.89
C -1.53 -0.84 4.47
C 0.04 1.80 4.52
O 0.31 0.33 2.14
H 1.53 -0.90 5.59
H 2.43 -0.42 4.15
H 1.52 -1.95 4.16
H -1.56 -0.85 5.57
H -2.44 -0.32 4.14
H -1.60 -1.88 4.15
H 0.94 2.29 4.14
H -0.84 2.33 4.14
H 0.04 1.81 5.62
*
```

Output
LUMO (alpha / beta), eV: -18.21 / -18.61
Highest occupied orbital energy (alpha / beta), eV: -20.33 / -20.34
Energy above the lowest of the compared OMol25 structures with the same formula, charge and spin, eV: 0.000
Electronic energy, Eh: -1439.77876